(1)
ORCA calculation (ωB97M-V/def2-TZVPD) on C35H38FN2OPPdSi as an isolated structure.

Its energy above the lowest of the compared OMol25 structures with the same formula, charge and spin is 36.1 kJ/mol. As for the total energy: -2399.94853 Eh. The frontier orbital gap is 7.1 eV.

Geometry as XYZ:
```
80
C35H38FN2OPPdSi | the Open Molecules 2025 dataset | ωB97M-V/def2-TZVPD
Pd 0.418 0.654 0.232
C 6.367 0.696 1.765
C 6.384 0.789 0.381
C 5.212 0.627 -0.344
C 4.009 0.383 0.313
C 4.002 0.281 1.704
C 5.175 0.432 2.427
P 2.431 0.053 -0.533
C 2.631 0.674 -2.227
C 3.147 1.948 -2.462
C 3.176 2.468 -3.746
C 2.674 1.725 -4.807
C 2.142 0.466 -4.577
C 2.117 -0.059 -3.294
C 2.331 -1.742 -0.616
C 3.274 -2.592 -1.128
C 3.068 -3.983 -1.043
C 1.954 -4.474 -0.417
C 0.982 -3.615 0.148
C -0.138 -4.096 0.868
C -0.999 -3.210 1.444
C -0.827 -1.812 1.295
C 0.205 -1.292 0.559
C 1.158 -2.217 0.018
H 7.283 0.821 2.328
H 7.315 0.980 -0.138
H 5.238 0.687 -1.424
H 3.068 0.073 2.215
H 5.159 0.346 3.506
H 3.524 2.539 -1.635
H 3.584 3.456 -3.919
H 2.692 2.132 -5.809
H 1.737 -0.111 -5.399
H 1.685 -1.036 -3.118
H 4.176 -2.203 -1.587
H 3.802 -4.660 -1.460
H 1.807 -5.545 -0.334
H -0.289 -5.165 0.964
H -1.847 -3.572 2.013
H -1.551 -1.148 1.745
C -1.379 3.650 1.666
Si -2.463 2.172 1.262
C -3.915 2.869 0.293
C -3.092 1.548 2.944
N -1.640 0.970 0.346
C -2.416 0.096 -0.407
C -3.615 -0.475 0.049
C -4.371 -1.348 -0.720
C -3.951 -1.711 -1.989
C -2.768 -1.173 -2.480
C -2.047 -0.295 -1.705
F -0.906 0.216 -2.242
H -2.027 4.394 2.139
H -0.936 4.095 0.775
H -0.589 3.411 2.380
H -4.551 3.478 0.941
H -4.535 2.092 -0.154
H -3.546 3.507 -0.513
H -4.178 1.632 3.030
H -2.655 2.123 3.764
H -2.827 0.501 3.105
H -3.951 -0.225 1.048
H -5.289 -1.755 -0.314
H -4.528 -2.400 -2.591
H -2.398 -1.416 -3.468
C 1.910 5.077 -1.440
N 2.238 4.683 -0.078
C 3.078 5.581 0.698
C 1.748 3.537 0.435
C 2.086 3.228 1.867
O 1.052 2.789 -0.259
H 2.823 5.197 -2.028
H 1.368 6.024 -1.437
H 1.290 4.310 -1.891
H 3.401 6.391 0.048
H 3.968 5.074 1.074
H 2.539 6.019 1.540
H 1.772 4.041 2.523
H 3.162 3.095 1.985
H 1.578 2.309 2.152
```

(2)
ORCA calculation (ωB97M-V/def2-TZVPD) on C35H38FN5S3Sn as an isolated structure.

Its energy above the lowest of the compared OMol25 structures with the same formula, charge and spin is 0.0 kJ/mol. As for the total energy: -3139.09143 Eh. The frontier orbital gap is 6.4 eV.

Geometry as XYZ:
```
83
C35H38FN5S3Sn | the Open Molecules 2025 dataset | ωB97M-V/def2-TZVPD
Sn 1.716 0.298 -0.141
N 0.816 -3.985 -1.439
C 1.019 -2.838 -0.753
S 2.399 -1.891 -1.193
N 0.164 -2.592 0.205
N 0.390 -1.427 0.866
C -0.109 -1.326 2.044
C -0.875 -2.412 2.708
C -0.431 -2.918 3.925
C -1.130 -3.936 4.560
C -2.287 -4.441 3.988
C -2.737 -3.934 2.774
C -2.032 -2.933 2.130
C 0.168 -0.067 2.778
C -0.454 0.236 3.980
C -0.111 1.408 4.631
C 0.853 2.229 4.076
C 1.410 1.868 2.859
N 1.060 0.755 2.217
H 1.531 -4.322 -2.058
H 0.123 -4.624 -1.088
H 0.474 -2.526 4.372
H -0.768 -4.331 5.500
H -2.836 -5.231 4.483
H -3.641 -4.327 2.325
H -2.367 -2.552 1.175
H -1.201 -0.431 4.385
H -0.586 1.668 5.568
H 1.172 3.139 4.563
H 2.161 2.477 2.384
C 6.059 -0.634 -0.043
C 4.841 0.212 -0.353
S 3.832 0.610 1.028
C 4.492 0.552 -1.607
C 5.285 0.116 -2.810
S 3.017 1.421 -1.982
H 6.086 -0.889 1.014
H 6.981 -0.099 -0.282
H 6.054 -1.565 -0.613
H 6.262 -0.278 -2.540
H 5.427 0.955 -3.493
H 4.738 -0.655 -3.360
C 0.155 -1.593 -3.975
C -0.193 -0.235 -3.364
C -0.623 0.687 -4.513
C -1.259 -0.332 -2.277
C -2.366 -1.146 -2.524
C -3.395 -1.272 -1.613
C -3.346 -0.564 -0.424
C -2.273 0.268 -0.132
C -2.310 1.094 1.147
C -3.080 2.402 0.929
C -2.938 0.355 2.327
C -1.211 0.365 -1.055
N -0.095 1.198 -0.675
C -0.143 2.519 -1.152
C -1.128 2.987 -2.027
C -1.161 4.307 -2.452
C -0.216 5.221 -2.014
C 0.751 4.799 -1.114
C 0.747 3.490 -0.700
F 1.649 3.113 0.242
H 1.042 -1.488 -4.602
H -0.654 -1.959 -4.610
H 0.361 -2.344 -3.219
H 0.715 0.180 -2.928
H -1.564 0.338 -4.946
H 0.137 0.670 -5.296
H -0.749 1.719 -4.201
H -2.416 -1.695 -3.454
H -4.237 -1.917 -1.829
H -4.162 -0.653 0.283
H -1.281 1.353 1.400
H -4.109 2.184 0.633
H -2.629 3.022 0.158
H -3.108 2.983 1.854
H -4.020 0.264 2.211
H -2.761 0.914 3.248
H -2.532 -0.648 2.457
H -1.890 2.299 -2.365
H -1.942 4.619 -3.134
H -0.232 6.246 -2.357
H 1.504 5.468 -0.719
```